Record 1
Entry from the Open Molecules 2025 dataset: C48H39Cl2CuF12N9O22S4 as an isolated structure (ωB97M-V with the def2-TZVPD basis set).

Properties
⟨S²⟩	0.7646
energy above the lowest of the compared OMol25 structures with the same formula, charge and spin	870.5	kJ/mol
HOMO-LUMO gap (spin up / spin down)	5.677 / 2.534	eV
spin multiplicity	2

Geometry (Å):
Cu (0.366, -4.974, -0.971)
C (0.203, -10.507, -1.328)
F (-0.329, -9.876, -0.296)
F (1.436, -10.959, -1.138)
F (-0.637, -11.543, -1.663)
S (0.180, -9.090, -2.712)
O (0.484, -9.759, -3.968)
O (-1.156, -8.450, -2.604)
N (1.330, -8.003, -2.072)
S (2.714, -8.459, -2.703)
O (2.958, -9.884, -2.984)
O (3.204, -7.531, -3.713)
C (3.813, -8.064, -1.122)
F (3.636, -6.807, -0.675)
F (3.668, -8.921, -0.159)
F (5.090, -8.231, -1.449)
C (-1.437, -0.773, 1.939)
F (-1.845, 0.437, 2.148)
F (-1.478, -1.560, 2.997)
F (-2.189, -1.351, 0.986)
S (0.446, -0.626, 1.302)
O (0.401, -0.246, -0.143)
O (1.140, 0.346, 2.164)
N (0.794, -2.347, 1.380)
S (1.790, -2.361, 2.601)
O (1.387, -1.695, 3.871)
O (2.132, -3.768, 2.775)
C (3.419, -1.396, 1.962)
F (3.838, -0.528, 2.938)
F (4.312, -2.352, 1.819)
F (3.304, -0.788, 0.753)
Cl (-4.326, 0.737, 8.899)
C (-4.241, -0.295, 7.510)
C (-3.500, -1.569, 7.856)
Cl (-1.779, -1.166, 8.269)
H (-3.594, 0.185, 6.777)
H (-5.211, -0.559, 7.088)
H (-3.401, -2.384, 7.139)
H (-3.845, -1.944, 8.819)
C (8.336, -0.991, -5.233)
C (7.295, -0.638, -6.066)
C (6.001, -0.868, -5.722)
C (5.698, -1.563, -4.554)
C (6.777, -1.979, -3.755)
C (8.085, -1.635, -4.044)
N (4.279, -1.834, -4.225)
O (4.008, -2.628, -3.351)
O (3.429, -1.304, -4.911)
H (9.347, -0.821, -5.575)
H (7.506, -0.073, -6.962)
H (5.166, -0.503, -6.301)
H (6.521, -2.592, -2.904)
H (8.862, -1.962, -3.370)
C (3.831, 4.383, -3.342)
C (3.790, 5.627, -3.963)
C (2.796, 6.503, -3.696)
C (1.890, 6.243, -2.652)
C (1.979, 4.989, -1.999)
C (2.980, 4.094, -2.259)
N (0.983, 7.301, -2.187)
O (1.346, 8.504, -2.364)
O (-0.108, 6.963, -1.797)
H (4.511, 3.663, -3.773)
H (4.385, 5.914, -4.817)
H (2.876, 7.442, -4.225)
H (1.197, 4.643, -1.339)
H (2.972, 3.119, -1.794)
C (-13.014, -1.072, 0.309)
C (-12.227, -0.340, -0.551)
C (-10.901, -0.086, -0.167)
C (-10.387, -0.568, 1.043)
C (-11.194, -1.301, 1.904)
C (-12.509, -1.577, 1.518)
N (-8.969, -0.448, 1.357)
O (-8.511, -1.037, 2.328)
O (-8.230, 0.067, 0.516)
H (-14.008, -1.415, 0.065)
H (-12.649, -0.080, -1.511)
H (-10.274, 0.471, -0.848)
H (-10.880, -1.696, 2.860)
H (-13.157, -2.214, 2.102)
C (4.780, 5.471, 2.830)
C (4.491, 6.775, 2.387)
C (5.496, 7.696, 2.328)
C (6.792, 7.424, 2.781)
C (7.089, 6.126, 3.207)
C (6.054, 5.159, 3.311)
N (7.924, 8.461, 2.850)
O (8.845, 8.232, 3.631)
O (7.720, 9.451, 2.180)
H (4.006, 4.720, 2.777)
H (3.503, 7.028, 2.031)
H (5.244, 8.724, 2.112)
H (8.049, 5.763, 3.543)
H (6.328, 4.151, 3.583)
C (5.010, 3.508, 8.309)
C (6.183, 3.182, 8.917)
C (6.666, 1.849, 8.874)
C (5.911, 0.842, 8.230)
C (4.690, 1.200, 7.579)
C (4.261, 2.533, 7.651)
N (6.519, -0.496, 7.925)
O (5.768, -1.288, 7.347)
O (7.719, -0.681, 8.073)
H (4.565, 4.482, 8.446)
H (6.724, 3.860, 9.560)
H (7.608, 1.557, 9.313)
H (3.987, 0.555, 7.073)
H (3.343, 2.804, 7.151)
C (-8.391, -3.340, -3.619)
C (-7.778, -2.141, -3.887)
C (-6.373, -2.116, -3.817)
C (-5.593, -3.259, -3.495)
C (-6.260, -4.445, -3.178)
C (-7.667, -4.458, -3.183)
N (-4.150, -3.217, -3.533)
O (-3.554, -3.847, -2.653)
O (-3.615, -2.594, -4.423)
H (-9.461, -3.406, -3.486)
H (-8.399, -1.282, -4.092)
H (-5.829, -1.197, -3.978)
H (-5.718, -5.355, -2.966)
H (-8.242, -5.355, -3.005)
C (-5.162, 3.928, -3.621)
C (-5.556, 4.062, -4.932)
C (-4.754, 3.633, -5.975)
C (-3.560, 2.939, -5.718)
C (-3.149, 2.777, -4.338)
C (-3.958, 3.278, -3.325)
N (-2.763, 2.410, -6.819)
O (-3.340, 2.144, -7.907)
O (-1.571, 2.156, -6.597)
H (-5.776, 4.330, -2.829)
H (-6.498, 4.510, -5.212)
H (-5.054, 3.702, -7.010)
H (-2.228, 2.237, -4.177)
H (-3.781, 3.180, -2.264)

Cartesian forces (eV/Å) of the 6 atoms listed first:
Cu 0.20 -0.71 -0.43
C -0.89 0.59 -2.31
F 0.46 -0.46 0.95
F -1.14 0.10 0.60
F 1.26 1.20 0.33
S -2.31 -0.15 0.02


Record 2
Entry from the Open Molecules 2025 dataset: a 2-piece molecular cluster, C5H14N2O overall (ωB97M-V with the def2-TZVPD basis set).

Properties
⟨S²⟩	0.7640
energy above the lowest of the compared OMol25 structures with the same formula, charge and spin	271.6	kJ/mol
HOMO-LUMO gap (spin up / spin down)	8.940 / 5.055	eV
charge	+1
spin multiplicity	2

Geometry (Å):
C (-0.927, 0.663, -1.633)
C (0.108, 1.681, -0.953)
C (0.485, 1.702, 0.555)
N (2.059, -1.694, 0.959)
C (1.294, -0.562, 0.628)
C (1.448, 0.721, 1.016)
N (-1.855, 0.372, -0.574)
H (-0.402, -0.166, -1.920)
H (-1.481, 1.147, -2.520)
H (-0.408, 2.532, -1.215)
H (1.033, 1.597, -1.394)
H (1.060, 2.720, 0.712)
H (-0.442, 2.021, 1.228)
H (2.926, -1.581, 1.551)
H (1.574, -2.556, 0.762)
H (0.663, -0.754, -0.235)
H (2.181, 0.797, 1.758)
H (-1.497, 0.610, 0.431)
H (-2.827, 0.837, -0.787)
H (-1.362, -4.035, 0.433)
H (-2.004, -2.746, 0.233)
O (-1.626, -3.306, 0.965)

Cartesian forces (eV/Å) of the 6 atoms listed first:
C -0.39 3.27 1.91
C -1.23 -2.12 0.20
C -0.53 4.18 0.61
N -0.84 4.12 0.45
C 1.73 -4.55 -1.95
C -1.15 -0.61 0.70


Record 3
Entry from the Open Molecules 2025 dataset: a 2-piece molecular cluster, C2H7S2 overall (ωB97M-V with the def2-TZVPD basis set).

Properties
energy above the lowest of the compared OMol25 structures with the same formula, charge and spin	78.4	kJ/mol
HOMO-LUMO gap	5.738	eV
charge	-1
spin multiplicity	1

Geometry (Å):
S (2.488, -0.241, 1.826)
H (2.125, 0.916, 2.325)
C (0.143, -0.147, -0.251)
S (-1.359, 0.720, -0.943)
C (-2.325, -0.712, -1.545)
H (0.701, -0.493, -1.133)
H (-0.228, -1.021, 0.266)
H (0.538, 0.666, 0.335)
H (-3.242, -0.275, -1.929)
H (-1.725, -1.156, -2.340)
H (-2.639, -1.509, -0.866)

Cartesian forces (eV/Å) of the 6 atoms listed first:
S 0.66 -0.89 -0.04
H -0.27 0.80 0.35
C -1.74 0.47 -1.75
S -0.38 -0.94 0.37
C 0.27 0.48 -0.36
H 0.40 0.44 0.63


Record 4
Entry from the Open Molecules 2025 dataset: C5H6P4 in the gas phase (ωB97M-V with the def2-TZVPD basis set).

Properties
energy above the lowest of the compared OMol25 structures with the same formula, charge and spin	150.5	kJ/mol
HOMO-LUMO gap	7.465	eV
spin multiplicity	1
structure (SMILES)	C1=P[C@@H]2P=CP3#P2[C@H]3C1

Geometry (Å):
C (-0.355, -2.103, 0.397)
P (0.905, -1.524, 1.373)
C (1.473, 0.322, 0.891)
P (1.221, 2.167, 1.612)
C (0.079, 2.561, 0.474)
P (-0.244, 1.879, -1.159)
P (1.342, 0.270, -0.989)
C (-0.405, -0.073, -1.165)
C (-1.236, -1.251, -0.425)
H (-0.763, -3.093, 0.721)
H (2.566, 0.192, 1.002)
H (-0.353, 3.681, 0.562)
H (-0.485, -0.291, -2.372)
H (-1.777, -1.831, -1.259)
H (-1.969, -0.907, 0.336)

Cartesian forces (eV/Å) of the 6 atoms listed first:
C 0.70 0.46 1.76
P 0.00 0.18 0.07
C 0.74 -0.14 -0.86
P -0.96 -2.25 -0.44
C -0.72 2.87 0.55
P -0.07 -1.39 -0.61


Record 5
Entry from the Open Molecules 2025 dataset: C11H13N3O in the gas phase (ωB97M-V with the def2-TZVPD basis set).

Properties
energy above the lowest of the compared OMol25 structures with the same formula, charge and spin	408.1	kJ/mol
HOMO-LUMO gap	9.121	eV
spin multiplicity	1
structure (SMILES)	COCCNc1ncnc2ccccc12

Geometry (Å):
C (4.601, -0.251, -1.412)
O (3.643, -0.801, -0.475)
C (2.537, 0.047, -0.075)
C (1.923, -0.644, 1.177)
N (0.866, 0.402, 1.561)
C (-0.166, 0.908, 0.831)
N (-0.195, 2.110, 0.458)
C (-1.397, 2.687, -0.155)
N (-2.148, 1.807, -0.868)
C (-2.076, 0.344, -0.548)
C (-3.135, -0.496, -0.963)
C (-3.017, -1.834, -0.668)
C (-2.106, -2.317, 0.280)
C (-1.208, -1.458, 0.735)
C (-1.157, -0.119, 0.360)
H (3.978, -0.209, -2.329)
H (4.909, 0.673, -0.806)
H (5.243, -1.120, -1.823)
H (3.007, 0.988, 0.031)
H (1.751, 0.055, -0.854)
H (1.495, -1.471, 0.687)
H (2.555, -0.807, 2.012)
H (1.229, 1.105, 2.217)
H (-1.567, 3.815, -0.176)
H (-3.776, -0.023, -1.563)
H (-3.689, -2.566, -0.937)
H (-2.342, -3.396, 0.643)
H (-0.396, -2.078, 1.281)

Cartesian forces (eV/Å) of the 6 atoms listed first:
C -2.18 -1.27 0.23
O -0.16 -1.30 0.28
C 1.87 -2.43 -0.48
C -1.60 4.22 -2.32
N 1.52 -0.39 2.38
C -0.70 -3.91 -1.57


Per-record max |F|, eV/Å: 5.965, 5.240, 2.512, 3.049, 5.533